Entry 1:
72
Properties=species:S:1:pos:R:3:forces:R:3:mulliken_charge:R:1 method="wB97M-V/def2-TZVPD" e_above_lowest_kcal_mol=10.00 homo_lumo_gap_ev=11.4 e_tot_ha=-1268.16059 smiles=CCCC#N.CCCC#N.CCCC#N.CCCC#N.CCCC#N.CCCC#N homo_energy_ev=-11.082
C -1.637 0.636 -5.350 -0.1 0.2 -0.4 -1.4076
C -0.604 1.162 -4.358 -0.6 0.4 -0.4 0.1581
C 0.825 1.148 -4.917 0.5 -0.3 0.9 -0.3468
C 1.694 2.120 -4.230 -0.4 -0.4 -0.3 0.1345
N 2.379 2.850 -3.674 0.2 0.3 0.2 -0.4710
H -1.603 1.223 -6.274 0.2 -0.1 0.0 0.4652
H -2.664 0.763 -5.006 0.1 -0.1 0.3 0.3028
H -1.495 -0.414 -5.607 0.1 0.0 0.0 0.3197
H -0.679 0.588 -3.434 0.3 0.0 0.1 -0.1969
H -0.873 2.193 -4.121 0.0 0.0 0.1 0.3637
H 0.921 1.317 -5.988 -0.3 0.0 -0.1 0.3925
H 1.276 0.177 -4.691 0.0 -0.1 -0.3 0.2819
C 0.415 -3.910 -0.501 -0.4 0.8 -1.1 -0.6136
C 0.739 -5.385 -0.502 -0.2 -0.5 1.1 -0.5365
C -0.546 -6.235 -0.403 -0.3 0.3 -0.5 -0.4806
C -1.375 -5.989 -1.594 -0.1 -0.4 -0.2 0.2727
N -2.022 -5.837 -2.531 0.1 0.1 0.2 -0.4758
H -0.394 -3.688 -1.209 0.1 -0.1 -0.1 0.0355
H 1.248 -3.314 -0.878 0.1 0.0 0.3 0.2257
H 0.046 -3.477 0.428 0.3 -0.3 0.3 0.3309
H 1.366 -5.615 0.365 0.0 -0.1 0.0 0.3433
H 1.306 -5.705 -1.374 -0.1 0.2 -0.2 0.3009
H -1.187 -5.959 0.439 0.3 0.1 0.2 0.2656
H -0.365 -7.307 -0.338 0.1 0.0 0.0 0.3273
C -4.596 -1.772 -3.863 0.0 -1.1 0.1 -1.4023
C -3.515 -1.803 -2.778 -0.3 0.2 -1.0 -0.1004
C -3.848 -2.773 -1.640 1.0 0.4 0.0 -0.0920
C -5.141 -2.576 -0.999 -0.2 0.1 -0.1 0.1820
N -6.171 -2.397 -0.520 0.1 0.0 0.0 -0.4726
H -4.319 -1.190 -4.739 -0.1 0.4 0.2 0.3684
H -5.548 -1.486 -3.413 0.0 0.5 -0.3 0.3635
H -4.788 -2.780 -4.250 0.2 0.0 0.1 0.3231
H -3.329 -0.772 -2.474 -0.1 -0.1 0.6 0.2042
H -2.555 -2.127 -3.186 -0.1 -0.1 -0.1 0.3058
H -3.053 -2.626 -0.903 -0.2 -0.2 0.2 0.1246
H -3.743 -3.793 -2.010 -0.3 -0.1 0.0 0.1874
C -2.160 4.108 4.948 0.1 0.5 0.0 -1.1452
C -2.032 2.605 5.137 -0.7 0.1 0.1 -0.4185
C -1.509 1.883 3.907 1.1 0.3 -0.5 -0.4571
C -0.117 2.260 3.556 -0.2 -0.1 0.4 0.2221
N 0.973 2.543 3.327 -0.1 0.0 -0.1 -0.4040
H -2.748 4.351 4.060 0.0 -0.1 0.0 0.3069
H -1.202 4.623 4.850 0.1 -0.2 -0.1 0.3288
H -2.653 4.604 5.786 -0.1 -0.3 0.1 0.3333
H -3.033 2.189 5.288 0.0 0.1 0.2 0.2820
H -1.465 2.367 6.036 0.2 -0.1 -0.1 0.3127
H -2.093 2.153 3.024 -0.3 -0.2 0.1 0.3281
H -1.500 0.800 4.025 -0.2 0.0 0.0 0.3805
C 2.394 0.499 -0.774 0.4 0.7 0.2 -0.8761
C 1.646 1.234 0.339 0.3 -0.8 0.2 -0.1999
C 0.179 1.429 -0.018 -0.6 0.3 -0.4 -0.2246
C -0.574 0.242 -0.433 0.3 -0.4 0.4 0.0433
N -1.182 -0.660 -0.800 0.0 -0.1 0.0 -0.3670
H 1.890 -0.445 -0.978 0.0 0.0 -0.4 0.1716
H 3.438 0.280 -0.540 -0.1 -0.1 0.4 0.3784
H 2.474 1.168 -1.632 -0.4 -0.3 -0.3 0.0617
H 2.085 2.195 0.603 0.0 0.1 -0.3 0.3333
H 1.702 0.671 1.274 -0.1 -0.1 -0.1 0.2633
H 0.031 2.057 -0.909 0.4 0.4 0.3 0.3008
H -0.350 1.876 0.824 -0.1 0.1 -0.1 0.0519
C 4.681 1.448 2.832 0.9 0.5 1.2 -1.0919
C 4.517 2.001 4.273 -1.3 -0.1 -1.0 -0.3482
C 5.494 3.114 4.614 1.0 -0.6 0.0 -0.5319
C 5.345 4.325 3.809 -0.1 -0.3 0.5 0.2965
N 5.254 5.269 3.168 -0.1 0.3 -0.3 -0.4267
H 5.739 1.200 2.701 -0.1 -0.4 -0.2 0.4255
H 4.467 2.210 2.087 -0.4 -0.1 0.0 0.3091
H 4.040 0.573 2.782 0.1 -0.1 -0.6 0.2659
H 4.549 1.177 4.986 0.5 0.1 0.1 0.3826
H 3.473 2.330 4.294 0.2 0.4 0.4 0.1471
H 6.505 2.740 4.400 -0.1 0.0 -0.2 0.2476
H 5.577 3.331 5.679 -0.5 0.3 0.0 0.3352

=====

Entry 2:
40
Properties=species:S:1:pos:R:3:forces:R:3:mulliken_charge:R:1 method="wB97M-V/def2-TZVPD" homo_lumo_gap_ev=9.1 e_tot_ha=-2446.50595 homo_energy_ev=-10.396
Li 1.232 -1.960 0.643 0.0 -0.1 -0.5 0.8577
C -2.295 -0.223 -0.588 0.6 1.0 0.0 0.4181
F -2.445 -1.494 -0.255 -0.5 -0.6 -0.1 -0.1860
F -2.034 -0.109 -1.897 -0.1 -0.1 0.6 -0.2094
F -3.420 0.442 -0.314 1.0 -0.4 0.0 -0.2159
S -0.811 0.410 0.501 -2.7 1.7 -1.2 0.9304
O -1.117 1.850 0.517 1.5 -2.8 -0.5 -0.4576
O -0.973 -0.302 1.712 0.2 -1.4 1.2 -0.7524
N 0.636 -0.273 -0.226 -2.2 3.3 1.3 -0.2672
S 1.331 1.126 -0.652 3.7 2.4 -0.6 0.8957
O 0.823 1.751 -1.864 0.0 -1.4 1.9 -0.8076
O 1.557 2.003 0.513 -1.0 -1.6 -2.1 -0.6420
C 3.140 0.456 -1.099 -2.5 1.5 -0.9 0.5688
F 3.469 -0.355 -0.129 0.7 -0.8 0.1 -0.2105
F 3.132 -0.165 -2.309 0.2 0.2 1.3 -0.2383
F 3.911 1.516 -1.153 0.2 -0.4 -0.1 -0.1764
O -0.126 -2.244 -1.642 0.2 -1.2 0.0 -0.6451
H 0.037 -1.364 -1.302 0.2 0.4 -0.4 0.4341
H -1.078 -2.298 -1.722 -0.2 -0.5 -0.3 0.3626
O 2.731 -3.002 -0.049 -0.3 -0.1 0.5 -0.4864
H 3.112 -3.045 -0.926 -0.1 0.2 -0.4 0.2579
H 3.134 -3.731 0.424 0.1 -0.2 0.2 0.2652
O -4.087 -0.972 2.610 0.0 0.2 0.1 -0.5841
H -4.872 -1.414 2.285 -0.3 -0.1 -0.1 0.2968
H -3.370 -1.570 2.398 0.3 -0.1 0.0 0.2803
O 1.255 2.911 -4.134 0.2 0.2 -0.7 -0.6710
H 0.473 3.444 -4.280 -0.1 0.2 -0.1 0.2815
H 1.032 2.359 -3.385 0.0 0.0 0.1 0.5629
O -0.553 0.946 4.154 0.0 0.1 0.5 -0.5996
H -0.815 0.147 3.697 -0.2 0.0 -0.2 0.3545
H 0.295 1.173 3.773 0.2 0.2 -0.1 0.2832
O -1.971 4.491 0.966 -0.1 0.5 -0.1 -0.6207
H -2.135 4.100 1.825 0.0 -0.1 0.2 0.2961
H -1.957 3.748 0.363 0.1 -0.2 -0.1 0.3692
O -2.554 -4.488 -1.666 0.0 0.3 -0.1 -0.6077
H -2.023 -5.275 -1.545 0.2 -0.2 -0.1 0.3092
H -2.933 -4.319 -0.803 -0.2 0.0 0.2 0.3086
O 3.784 1.915 1.703 1.0 -0.1 0.4 -0.6023
H 3.456 1.370 2.418 0.0 0.0 0.2 0.2745
H 3.031 2.445 1.440 -0.2 0.1 -0.1 0.3733

=====

Entry 3:
25
Properties=species:S:1:pos:R:3:forces:R:3:mulliken_charge:R:1 method="wB97M-V/def2-TZVPD" e_above_lowest_kcal_mol=4.08 homo_lumo_gap_ev=9.0 e_tot_ha=-1061.38752 homo_energy_ev=-8.528
C 2.330 3.368 -2.565 -0.9 2.1 -1.6 0.0369
C 1.426 1.621 -1.678 -1.3 0.5 0.4 -0.2054
C -0.682 0.027 -2.179 0.3 0.1 3.6 0.5678
C -2.083 -0.746 2.818 0.3 3.3 -1.6 -0.7245
C 0.335 -0.465 0.202 -0.6 1.7 -1.2 -0.1761
C -0.614 -1.592 0.678 0.3 0.2 1.2 -0.6845
C 0.444 -0.643 -1.294 -1.1 -0.3 -1.1 0.5102
N 1.196 3.798 -2.163 -0.2 1.4 -0.1 -0.7986
N 0.594 2.698 -1.646 1.4 -0.4 1.2 0.5525
N 1.109 -1.498 -1.962 0.4 -0.4 0.5 -0.8516
O -0.726 -0.510 -3.344 -1.0 -0.8 -3.2 -0.5450
O -1.454 0.874 -1.698 1.4 -1.8 -1.7 -0.6374
O 2.480 2.085 -2.368 0.9 -1.8 0.5 -0.2590
S -0.641 -1.694 2.572 0.8 -0.7 -1.8 -0.0798
H 2.968 3.924 -3.243 0.2 -0.2 0.5 0.3717
H -1.919 0.361 2.344 -0.6 -2.5 1.3 0.1791
H -2.226 -0.668 3.872 -0.4 0.2 0.7 0.3342
H -2.903 -1.204 2.298 -0.6 -0.1 0.1 0.2627
H 0.069 0.660 0.373 0.0 -2.3 0.1 0.1079
H 1.343 -0.609 0.545 0.3 -0.2 0.7 0.3587
H -1.656 -1.571 0.238 1.2 0.1 0.6 0.3163
H -0.098 -2.512 0.387 -0.4 -0.1 -0.1 0.3749
H -0.160 -1.324 -3.617 -0.5 2.1 2.0 0.3960
H 1.810 -2.046 -1.441 -0.4 0.5 0.0 0.2817
H -0.169 2.860 -0.970 0.4 -0.6 -1.1 0.3114

=====

Entry 4:
99
Properties=species:S:1:pos:R:3:forces:R:3:mulliken_charge:R:1 method="wB97M-V/def2-TZVPD" homo_lumo_gap_ev=7.6 e_tot_ha=-5494.00269 smiles="S=C(SCCC[SiH2]Br)N(c1ccccc1)c1ccccc1.CC(C)=O.CC(C)=O.CC(C)=O.CC(C)=O.CC(C)=O.CC(C)=O" homo_energy_ev=-8.031
S -2.368 0.227 1.617 0.1 -0.1 -0.1 -0.1401
C -3.787 0.626 2.262 0.1 0.1 0.2 0.1272
S -3.882 1.939 3.490 -0.2 0.1 0.2 -0.1877
C -4.191 3.315 2.309 0.5 -0.4 -0.3 -0.5763
C -2.865 3.954 1.858 -0.4 0.1 0.6 -0.5651
C -2.974 5.457 1.570 0.3 -0.3 -0.3 -0.7785
Si -1.269 5.993 1.005 -0.6 -0.2 0.1 0.5768
Br -1.221 8.220 0.758 0.1 -0.2 0.0 -0.3174
N -5.049 0.029 1.950 0.5 -0.2 -0.7 0.6325
C -5.416 0.107 0.548 -0.4 0.2 -0.2 -0.1393
C -6.488 0.946 0.251 -0.1 0.0 -0.5 0.0080
C -6.909 1.126 -1.066 0.1 -0.1 -0.1 -0.6846
C -6.273 0.464 -2.110 0.3 -0.1 0.7 -0.5508
C -5.195 -0.370 -1.811 -0.5 0.3 -0.1 -0.9548
C -4.772 -0.545 -0.498 0.0 -0.1 -0.2 -0.1819
C -5.239 -1.244 2.611 -0.4 0.1 0.6 0.0080
C -4.644 -2.434 2.216 0.1 0.0 -0.1 -0.0275
C -4.871 -3.599 2.933 0.0 0.2 0.1 -0.8266
C -5.680 -3.591 4.063 0.2 0.1 -0.3 -0.4281
C -6.274 -2.404 4.461 0.1 0.0 0.0 -0.6951
C -6.053 -1.241 3.740 0.0 0.0 -0.1 -0.2165
H -4.690 2.860 1.460 -0.3 0.2 -0.1 0.0979
H -4.856 4.035 2.772 -0.1 0.0 0.2 0.5539
H -2.487 3.392 1.007 0.1 0.0 -0.1 0.2392
H -2.164 3.818 2.677 0.2 -0.1 0.0 0.3983
H -3.266 5.983 2.476 -0.1 0.1 0.1 0.3971
H -3.720 5.639 0.797 0.0 0.2 -0.1 0.3715
H -0.990 5.270 -0.244 0.1 0.3 -0.2 -0.1367
H -0.296 5.536 2.015 0.1 0.3 0.1 -0.1270
H -7.000 1.483 1.034 0.1 -0.1 0.2 0.4543
H -7.730 1.792 -1.283 -0.1 0.1 0.1 0.3719
H -6.590 0.597 -3.130 -0.1 0.0 -0.1 0.4346
H -4.690 -0.864 -2.620 0.3 -0.2 0.0 0.4424
H -3.913 -1.170 -0.327 0.1 -0.1 0.1 0.4907
H -3.992 -2.469 1.359 0.1 0.1 -0.1 0.2891
H -4.386 -4.505 2.602 0.0 -0.2 0.0 0.3960
H -5.826 -4.506 4.614 -0.1 -0.1 0.1 0.3960
H -6.897 -2.371 5.340 -0.1 0.0 0.1 0.3853
H -6.506 -0.311 4.045 0.0 0.1 0.0 0.4371
C -0.050 -1.051 -3.484 -0.3 -0.2 0.0 -1.1707
C -1.313 -0.427 -2.945 0.0 0.2 0.1 0.7893
C -1.287 1.059 -2.672 -0.2 -0.4 0.0 -0.4946
O -2.309 -1.083 -2.734 0.1 -0.2 0.0 -0.5320
H -0.200 -2.116 -3.634 0.0 0.1 0.0 0.3339
H 0.212 -0.586 -4.437 0.1 0.1 0.1 0.3572
H 0.767 -0.904 -2.777 0.1 0.1 -0.1 0.2776
H -1.071 1.605 -3.591 0.1 0.0 0.1 0.4350
H -0.518 1.297 -1.935 0.0 0.0 -0.2 -0.1812
H -2.255 1.376 -2.287 0.0 0.0 0.0 0.2016
C -0.130 -6.097 -2.377 -0.1 0.2 -0.1 -1.1050
C 0.976 -5.134 -2.734 0.0 0.0 0.0 0.7587
C 2.385 -5.573 -2.431 -0.1 0.3 -0.1 -1.0346
O 0.735 -4.062 -3.242 0.1 -0.2 0.0 -0.5336
H -1.091 -5.663 -2.646 0.0 0.0 0.0 0.2904
H 0.004 -7.036 -2.917 0.1 -0.1 0.1 0.3242
H -0.116 -6.301 -1.306 0.1 -0.1 0.0 0.3286
H 2.620 -6.486 -2.971 0.0 -0.1 0.1 0.3311
H 2.496 -5.754 -1.360 0.0 -0.1 0.0 0.3624
H 3.081 -4.795 -2.735 0.0 0.0 0.0 0.2429
C 1.847 2.972 -1.414 -0.2 -0.1 0.2 -0.8158
C 0.916 3.867 -2.187 -0.1 0.0 0.0 0.9050
C 1.545 4.953 -3.024 -0.2 0.0 0.0 -1.3158
O -0.286 3.725 -2.132 0.1 0.2 0.0 -0.4896
H 1.260 2.244 -0.856 0.0 0.0 0.0 0.2311
H 2.520 2.445 -2.094 0.1 0.1 0.0 0.3998
H 2.439 3.571 -0.716 0.0 -0.1 -0.2 0.1373
H 2.199 4.512 -3.778 0.1 0.0 0.1 0.3680
H 2.132 5.618 -2.389 0.1 -0.1 0.0 0.3231
H 0.764 5.526 -3.520 0.0 0.0 0.0 0.3409
C 6.184 -6.276 -5.376 -0.2 0.0 0.0 -1.1014
C 5.980 -6.765 -3.962 0.0 0.0 0.0 0.8147
C 7.209 -6.873 -3.094 -0.2 -0.1 0.1 -1.1210
O 4.883 -7.055 -3.545 0.1 0.0 0.0 -0.5107
H 5.226 -6.244 -5.890 0.0 0.0 0.0 0.2872
H 6.619 -5.276 -5.366 0.1 0.0 0.0 0.3239
H 6.855 -6.949 -5.910 0.1 0.1 0.0 0.3378
H 7.685 -5.897 -2.995 0.1 0.0 -0.1 0.3304
H 7.921 -7.570 -3.539 0.1 0.1 0.0 0.3373
H 6.927 -7.234 -2.107 0.0 0.0 0.0 0.2923
C 5.101 3.248 1.923 -0.2 0.1 -0.1 -0.9139
C 5.207 4.009 0.627 -0.1 0.0 0.1 0.8103
C 6.581 4.151 0.021 -0.1 0.1 -0.2 -1.2274
O 4.228 4.484 0.096 0.1 0.1 0.0 -0.5597
H 4.061 3.227 2.240 0.0 0.0 0.0 0.1451
H 5.454 2.225 1.791 0.1 0.0 0.1 0.3559
H 5.698 3.729 2.698 0.1 -0.1 0.0 0.3526
H 6.999 3.165 -0.190 0.1 0.0 0.1 0.3328
H 7.242 4.674 0.713 0.1 -0.1 0.0 0.3488
H 6.514 4.717 -0.906 0.0 0.0 0.0 0.3094
C 2.616 1.215 4.595 0.2 0.1 -0.1 -0.9107
C 3.969 0.896 5.185 0.0 0.0 0.0 0.8952
C 4.034 -0.262 6.151 0.2 0.1 0.0 -1.1408
O 4.955 1.536 4.899 0.0 0.0 0.0 -0.5354
H 2.702 2.064 3.922 0.0 0.0 0.0 0.1212
H 2.237 0.355 4.040 -0.1 0.0 0.1 0.3044
H 1.910 1.460 5.390 -0.1 -0.1 0.0 0.3248
H 3.710 -1.179 5.657 -0.1 0.0 0.1 0.3225
H 3.383 -0.072 7.005 -0.1 -0.1 0.0 0.3326
H 5.056 -0.386 6.501 0.0 0.0 0.0 0.3025

=====

Entry 5:
91
Properties=species:S:1:pos:R:3:forces:R:3:mulliken_charge:R:1 method="wB97M-V/def2-TZVPD" homo_lumo_gap_ev=7.2 e_tot_ha=-5568.08029 total_charge=-1 homo_energy_ev=-5.108
Ba -2.308 0.156 2.234 -0.7 0.2 -0.1 1.6786
O -3.992 2.060 2.426 1.2 1.4 1.6 -0.7808
S -4.953 1.333 1.575 0.9 -0.7 0.3 1.0920
O -4.136 1.108 0.343 -0.2 -0.6 -1.0 -0.5413
O -5.084 0.012 2.257 -0.3 -0.7 -0.2 -0.7600
O -6.174 2.045 1.388 -1.1 0.2 -0.5 -0.6774
C 4.418 1.563 7.150 -0.6 1.2 1.1 -1.5818
C 3.774 0.215 7.392 1.7 -1.2 -1.8 2.2569
C 3.084 0.018 8.675 -0.4 -1.5 1.2 -2.3549
C 4.920 -0.833 7.268 -0.1 -0.5 -0.7 -1.5651
C 2.782 0.072 6.257 -1.4 -0.7 0.6 -0.1451
C 1.415 -0.182 6.478 1.7 0.2 -0.8 -0.3049
C 0.541 -0.172 5.451 -0.9 -0.2 -1.2 -0.9434
Br -1.301 -0.770 5.758 0.7 0.4 -0.2 -0.3728
C 0.894 0.168 4.104 -0.3 -0.3 1.7 0.3905
O -0.013 0.260 3.219 -0.6 0.1 -1.3 -0.6022
C 2.267 0.373 3.905 0.3 -0.1 -1.0 -0.5947
C 3.151 0.266 4.963 -1.0 0.5 -0.4 0.0799
C 2.748 0.707 2.487 1.5 1.1 0.6 2.4152
C 4.276 0.919 2.411 0.7 -1.4 1.3 -2.2343
C 2.433 -0.355 1.497 0.2 -1.9 0.0 -1.9956
C 2.249 2.089 2.050 -1.2 0.5 -1.0 -1.5109
H 5.050 1.881 7.986 0.2 -0.1 -0.1 0.3955
H 3.612 2.310 7.051 0.4 0.0 0.0 0.3347
H 4.983 1.552 6.225 0.2 0.1 0.1 0.4247
H 3.698 -0.037 9.551 1.1 0.2 0.4 0.4417
H 2.554 -0.984 8.724 0.2 1.3 -0.3 0.3695
H 2.469 0.859 8.849 -1.4 0.6 0.3 0.4542
H 5.587 -0.820 8.135 0.0 0.3 -0.1 0.4531
H 5.525 -0.721 6.326 -0.6 0.0 0.9 0.2474
H 4.485 -1.840 7.241 0.1 0.1 0.0 0.3672
H 1.106 -0.414 7.430 -0.9 -0.4 1.9 0.6457
H 4.145 0.506 4.811 1.9 0.2 -0.6 0.5178
H 4.952 0.123 2.815 -0.9 -0.1 -0.4 0.3454
H 4.532 1.724 3.061 0.3 1.1 0.1 0.5136
H 4.607 1.085 1.404 0.0 0.4 -0.5 0.4151
H 2.909 -1.316 1.778 -0.3 0.3 0.3 0.3772
H 2.871 -0.209 0.529 0.0 0.7 -0.7 0.5715
H 1.383 -0.528 1.415 -0.8 -0.1 -0.2 0.1915
H 2.560 2.920 2.679 0.4 -0.2 0.3 0.4288
H 1.152 2.207 2.020 0.3 -0.5 0.0 0.1254
H 2.613 2.293 1.021 -0.1 0.0 0.5 0.4473
C -0.727 -1.509 -2.528 0.6 0.4 -0.9 -1.4280
P -1.944 -0.901 -1.307 -0.3 -0.5 1.0 0.1778
C -1.962 0.874 -1.522 1.6 2.1 0.5 1.1460
C -1.073 1.559 -0.610 -0.2 -0.1 -0.4 -0.1387
C -0.866 2.952 -0.696 1.7 -1.0 1.7 -0.6690
C -1.454 3.667 -1.713 0.8 -0.1 0.4 -0.7347
C -2.205 2.993 -2.628 -1.8 0.9 -1.9 -0.5777
C -2.518 1.656 -2.556 -0.2 -1.9 0.5 0.1004
C -3.467 -1.572 -2.008 -0.9 0.6 0.1 0.5117
C -4.698 -0.915 -1.940 -0.2 0.7 0.6 -0.1798
C -5.833 -1.515 -2.467 -0.3 1.4 0.3 -0.8970
C -5.758 -2.755 -3.021 -2.3 -0.5 -0.7 -0.3316
C -4.609 -3.458 -3.024 0.8 -1.5 0.2 -0.7876
C -3.476 -2.846 -2.514 0.7 -1.4 -0.2 -0.3839
P -0.025 -0.195 -3.646 0.4 -0.8 -1.4 -0.2439
C 0.983 -1.262 -4.937 -2.1 1.3 1.4 0.6924
C 0.461 -1.805 -6.097 -0.6 -0.8 0.5 -0.2355
C 1.294 -2.584 -6.871 0.8 0.3 -1.2 -0.6753
C 2.666 -2.645 -6.601 -0.8 -0.2 0.5 -0.4899
C 3.155 -2.094 -5.438 0.0 -0.2 -0.5 -0.5499
C 2.296 -1.399 -4.631 1.3 1.3 1.9 -0.3443
C -1.422 0.120 -4.804 -0.8 -1.6 1.0 0.5093
C -2.600 -0.679 -4.959 1.4 -0.2 0.4 0.0308
C -3.596 -0.296 -5.826 -0.1 -0.4 0.4 -0.6536
C -3.433 0.829 -6.603 1.1 0.8 -0.5 -0.7083
C -2.260 1.591 -6.506 -0.1 -0.7 0.0 -0.6399
C -1.273 1.233 -5.561 -1.9 0.9 -1.8 -0.8293
H -1.191 -2.252 -3.158 0.0 -0.4 -0.1 0.4712
H 0.114 -1.954 -2.010 0.2 -0.2 0.1 0.7038
H -0.437 1.003 0.139 -0.9 0.4 -0.8 0.1426
H -0.103 3.395 0.047 -1.5 -0.5 -1.3 0.1318
H -1.228 4.701 -1.874 -0.1 0.5 0.1 0.4131
H -2.649 3.593 -3.458 0.4 -0.6 0.6 0.3136
H -3.129 1.102 -3.310 0.4 1.1 0.8 0.3105
H -4.778 0.014 -1.366 0.1 -0.1 -0.3 0.3619
H -6.803 -1.007 -2.457 0.5 0.0 0.2 0.4064
H -6.674 -3.219 -3.407 0.3 0.2 0.1 0.3367
H -4.689 -4.525 -3.311 0.7 0.8 0.0 0.3592
H -2.555 -3.408 -2.486 0.1 -0.3 0.0 0.4402
H -0.611 -1.726 -6.283 0.4 0.0 -0.2 0.3279
H 0.962 -3.040 -7.798 -0.3 0.0 0.1 0.3539
H 3.336 -3.146 -7.259 0.3 -0.4 -0.5 0.3933
H 4.179 -2.196 -5.182 0.8 0.0 0.1 0.4246
H 2.664 -0.819 -3.742 -0.2 -0.9 -0.8 0.2598
H -2.700 -1.641 -4.436 0.0 0.8 -0.2 0.4405
H -4.498 -0.889 -5.891 0.0 -0.1 -0.1 0.4526
H -4.145 1.038 -7.375 -0.4 0.3 -0.2 0.3951
H -2.052 2.398 -7.217 -0.3 -0.1 0.4 0.3856
H -0.457 1.892 -5.490 1.2 0.5 0.3 0.4898